50
Properties=species:S:1:pos:R:3:forces:R:3 method="wB97M-V/def2-TZVPD" homo_energy_ev=-8.905 total_energy_ha=-1655.468840 relative_energy_kcal_mol=9.3 mol_weight_g_mol=402.5 largest_force_ev_per_a=0.982 smiles="CCC(CC)NC(=O)c1ccc(NS(=O)(=O)c2ccc3[nH]c(=O)[nH]c3c2)cc1"
C 2.1141 1.6116 0.7428 -0.8 0.5 -0.2
C -1.3342 -2.5835 0.5842 -0.2 -0.1 0.1
C 1.1414 1.4689 1.7298 0.2 0.1 0.0
N -1.0220 -2.2892 -0.7277 0.0 -0.1 -0.2
C 0.3904 2.0305 -0.8722 -0.2 0.0 0.1
H -6.9189 0.0501 0.4501 -0.1 -0.1 -0.1
H 1.4407 1.2753 2.7504 0.0 -0.1 0.1
H -3.9417 -1.4785 -0.2302 -0.1 0.0 0.1
S 4.1955 0.1625 0.0329 -0.2 -0.2 0.3
C -0.1987 1.5485 1.4023 -0.1 0.1 -0.1
H -2.3686 0.2043 0.8985 0.1 0.1 0.0
H -4.8351 -0.2486 1.7890 0.1 0.0 0.1
N -2.7847 0.8559 0.2524 -0.1 -0.2 0.1
C 1.7291 1.9363 -0.5563 -0.1 0.2 0.3
C -4.3655 -0.6643 -0.8236 0.1 0.3 -0.1
C -5.0013 0.6826 1.2418 -0.1 0.2 -0.2
H 2.5098 -1.3768 1.7208 0.0 0.0 0.2
C 1.0034 -1.3632 -1.8992 -0.1 -0.2 0.2
H -7.0157 0.9579 1.9542 -0.1 0.0 0.0
H -4.2007 0.1407 -2.8178 0.0 0.1 -0.1
H -4.6306 1.5073 1.8553 0.1 -0.1 0.0
C -2.0191 1.7995 -0.3426 0.1 -0.2 0.2
N 3.4605 1.3556 0.9980 0.7 -0.4 -0.2
H -6.6675 1.7967 0.4420 -0.1 0.1 -0.1
H 0.5963 -1.3533 -2.8969 0.0 0.0 -0.1
C -3.7113 -0.6083 -2.1999 -0.2 0.0 0.2
C 2.7718 -0.8589 -0.3437 0.7 0.3 -0.1
O 5.1152 -0.4985 0.9078 -0.1 -0.1 0.2
H -3.7918 -1.5704 -2.7030 0.0 -0.1 -0.1
H 3.6869 1.2025 1.9702 0.1 -0.1 0.1
H -0.9416 1.4293 2.1782 -0.1 0.0 0.1
C 0.8079 -1.8601 0.4784 0.5 0.3 -0.5
C 0.2685 -1.8292 -0.8257 0.6 0.2 0.1
H 2.8724 -0.4266 -2.4128 0.0 0.1 -0.1
H -0.1062 -2.4893 2.2968 -0.2 0.0 -0.1
C -4.1874 0.6515 -0.0576 -0.2 -0.1 0.2
H -4.4736 1.4932 -0.6970 0.0 -0.1 0.1
O 4.6843 0.7504 -1.1717 -0.3 0.1 -0.2
H -5.4302 -0.8621 -0.9445 -0.1 -0.1 0.0
O -2.3982 -2.9486 1.0162 -0.4 -0.2 0.2
N -0.1816 -2.3389 1.3053 0.1 0.0 0.2
C -0.5876 1.7873 0.0890 0.2 0.2 0.0
C -6.4929 0.8822 1.0039 0.2 -0.1 0.1
H 0.0768 2.2755 -1.8753 0.0 0.0 -0.1
O -2.4416 2.5663 -1.1852 0.0 0.2 -0.3
H -1.6874 -2.3575 -1.4800 -0.1 0.0 0.1
C 2.2671 -0.8559 -1.6316 0.2 -0.1 -0.1
H 2.4954 2.0872 -1.2991 0.0 0.1 -0.1
C 2.0739 -1.3790 0.7354 -0.3 -0.4 0.0
H -2.6613 -0.3311 -2.1205 0.1 0.0 0.0

49
Properties=species:S:1:pos:R:3:forces:R:3 method="wB97M-V/def2-TZVPD" homo_energy_ev="-2.551 / -4.554" total_energy_ha=-1603.746790 mol_weight_g_mol=563.6 largest_force_ev_per_a=0.212 multiplicity=3 charge=-1
H 2.6145 -1.9637 2.1475 0.0 0.0 0.0
C -0.3618 1.5760 2.3702 0.0 0.0 0.0
S -1.4304 2.0933 1.0619 0.0 0.0 -0.1
C 1.9336 -0.4743 0.7444 0.0 0.0 0.0
H -0.7179 -1.6850 0.1319 0.0 0.0 0.0
H 2.8633 -0.2915 2.6441 0.0 0.0 0.0
C 2.8877 -0.9660 1.7908 0.0 0.0 0.0
H 0.3990 -0.1782 -3.4289 0.0 0.0 0.0
C -3.5407 -0.5151 -1.3298 0.0 0.0 0.0
C -1.9129 -2.0399 -2.2106 0.0 0.0 0.0
C -0.0782 1.5808 4.8165 0.0 0.0 0.0
H 1.1398 3.3199 5.2350 0.0 0.0 0.0
C -2.7212 -2.2790 -3.3043 0.0 0.0 0.0
C 1.9998 -0.8827 -0.6086 0.0 0.0 0.0
N 1.0620 -0.3659 -1.5053 0.0 0.0 0.0
C -2.2974 -1.1540 -1.1937 0.0 0.0 0.0
N -0.6961 2.0851 3.6050 0.0 0.0 0.0
H 3.7586 -2.7897 -2.8154 0.0 0.0 0.0
C 1.3814 3.3248 -0.5692 0.0 0.0 0.1
C 2.9689 -1.7912 -1.1163 0.0 0.0 0.0
Pt -0.3110 0.8458 -0.5606 0.0 -0.1 0.2
H -1.6370 2.4309 3.6665 0.0 0.0 0.0
H -3.8478 0.1858 -0.5623 0.0 0.0 0.0
C 2.0860 -1.5035 -3.3354 0.0 0.0 0.0
N -5.4935 -2.1015 -5.4404 0.0 0.0 0.0
H 1.9449 2.0710 4.2745 0.0 0.0 0.0
C -1.4141 -0.8623 -0.0465 0.0 0.1 -0.1
N 0.6845 0.8086 2.2995 0.0 0.0 0.0
H 0.8434 3.6309 0.3427 0.0 0.0 0.0
H 2.1020 -1.7022 -4.3968 0.0 0.0 0.0
H 3.9078 -1.0122 1.4078 0.0 0.0 0.0
C -3.9555 -1.6372 -3.4162 0.0 0.0 0.0
C -4.3581 -0.7490 -2.4147 0.0 0.0 0.0
H 1.7060 1.8305 6.0146 0.0 0.0 0.0
H 0.0617 0.4990 4.7316 0.0 0.0 0.0
C 1.1434 -0.6559 -2.8035 0.0 0.0 0.0
H -5.3137 -0.2479 -2.5009 0.0 0.0 0.0
C -4.8056 -1.8931 -4.5406 0.0 0.0 0.0
H 2.3419 2.8839 -0.2432 0.0 0.0 0.0
C 1.2626 2.2436 5.1053 0.0 0.0 0.0
N 0.9581 0.3693 1.0445 0.0 0.0 -0.1
H -1.9906 -0.6731 0.8592 0.0 0.0 0.0
O 0.6539 2.4685 -1.3789 -0.1 0.0 -0.1
H 1.6216 4.2445 -1.1244 0.0 0.0 0.0
C 3.0132 -2.0965 -2.4448 0.0 0.0 0.0
H -0.9551 -2.5413 -2.1350 0.0 0.0 0.0
H -0.7706 1.7662 5.6404 0.0 0.0 0.0
H 3.6745 -2.2392 -0.4297 0.0 0.0 0.0
H -2.4048 -2.9671 -4.0779 0.0 0.0 0.0

54
Properties=species:S:1:pos:R:3:forces:R:3 method="wB97M-V/def2-TZVPD" homo_energy_ev="1.834 / 0.330" total_energy_ha=-2143.920028 relative_energy_kcal_mol=28.3 mol_weight_g_mol=741.4 largest_force_ev_per_a=4.534 multiplicity=3 charge=-2
H -1.4788 -2.3800 1.5314 -0.1 0.2 -0.3
C -0.1589 -0.3619 -2.4631 -0.6 -0.9 -3.0
N -0.0866 0.3876 1.8394 1.4 -0.5 1.9
H 0.4667 -1.4673 5.7593 -0.1 0.0 0.0
N 2.8543 -0.6265 -0.0642 0.8 0.5 -0.1
H -3.7923 2.6216 -1.1659 0.1 -0.1 0.0
C 2.5499 -2.0439 -0.1615 -0.2 -0.2 0.1
O 0.4336 -2.0181 2.5313 0.5 -1.3 -0.5
H 1.8621 2.9333 1.4913 0.0 -0.2 -0.3
O -0.1649 -1.2713 -3.1765 0.4 -1.1 0.8
C -0.2126 -0.6525 5.5206 -0.3 0.5 -0.5
H -5.1243 1.0015 0.0447 0.0 0.0 0.0
C -0.9164 1.2907 2.4607 0.1 -0.9 2.2
O 2.0963 -0.2784 3.0651 0.9 -0.5 -0.5
S 0.7095 -0.6405 2.8595 -2.9 3.4 0.6
H 4.9777 -0.8244 0.3009 0.0 0.1 0.0
H -2.3591 2.8560 -0.1100 -0.1 -0.4 -0.1
H 0.1971 0.9992 -5.0079 -0.3 -0.1 0.1
C -1.9419 0.9466 6.1342 -0.7 1.2 -1.1
H -0.9717 2.3667 -4.8141 0.1 -0.5 0.0
C -2.8139 2.2197 -0.8838 0.3 0.5 -0.1
H 3.0019 3.5499 0.2624 -0.1 -0.1 -0.1
O -1.4667 2.2449 1.8805 -0.2 0.2 -0.4
N -3.0086 0.8767 -0.3787 -0.5 -0.8 0.3
H 2.2067 -2.4444 0.8081 0.0 0.3 -0.3
H 1.7754 -2.2247 -0.9170 0.2 0.2 0.2
C -1.0849 -0.1145 6.4811 0.8 -1.0 0.5
H -1.4928 -2.7947 -0.2016 -0.2 0.2 0.2
I 0.4881 2.2774 -2.5746 1.0 2.5 -0.2
H -2.1541 2.2068 -1.7628 -0.3 -0.1 0.3
C -4.2329 0.3986 0.0711 0.3 0.5 -0.2
H 1.3541 3.0562 -0.2243 0.3 -0.1 0.3
H 3.4740 -2.5584 -0.4446 -0.2 0.0 -0.1
C 1.9770 0.4022 -0.1169 1.0 -0.3 0.2
H -2.5742 2.2931 4.5431 -0.2 0.1 0.1
H -1.0934 -0.5108 7.4969 0.0 0.0 -0.2
N 2.7001 1.5042 0.1851 0.6 -0.4 0.0
H -2.6146 1.3583 6.8898 0.1 0.0 -0.2
C 2.1938 2.8353 0.4458 -0.4 0.3 0.3
H 4.7904 1.9038 0.6100 -0.1 0.1 0.0
C -2.0491 -0.0655 -0.2257 -1.2 0.1 0.1
C 4.1365 -0.1575 0.2106 -0.3 -0.2 0.1
C -2.1041 -2.4238 0.6307 0.2 -0.3 0.2
N -2.6846 -1.1357 0.3047 -0.5 0.4 -0.1
C -4.0282 -0.8567 0.4975 0.2 -0.2 0.1
H -2.9403 -3.1119 0.8013 0.2 0.0 -0.1
C -0.2383 -0.1174 4.2376 1.5 -2.5 1.7
C -1.9371 1.4735 4.8411 0.0 -0.3 1.3
H -1.4404 0.7162 -4.2135 0.2 0.1 0.1
H -4.7051 -1.5730 0.9233 0.0 -0.1 0.0
C -0.6120 1.4101 -4.3956 -0.9 0.7 -1.9
C -1.0647 0.9283 3.8874 -1.0 2.0 -2.0
Au -0.0298 0.2316 -0.4376 0.3 -0.9 0.7
C 4.0376 1.1769 0.3659 -0.3 -0.3 0.1

51
Properties=species:S:1:pos:R:3:forces:R:3 method="wB97M-V/def2-TZVPD" homo_energy_ev=-6.867 total_energy_ha=-1675.409351 relative_energy_kcal_mol=0.0 mol_weight_g_mol=580.5 largest_force_ev_per_a=1.400
C -4.5658 -1.7263 -2.1060 -0.1 0.2 -0.2
N 4.8888 -0.2829 0.8214 0.1 -0.4 -0.3
H -5.0839 0.1904 0.5686 0.0 0.0 0.0
H -3.6523 2.1180 -0.3549 0.0 0.0 0.0
C -5.4809 -0.5079 -2.0936 -0.1 -0.1 0.1
C 5.9644 -0.1101 1.6835 0.1 0.2 0.3
H 5.1401 1.5990 2.6654 0.0 0.0 0.0
C -2.6127 -2.1008 -0.7464 0.1 -0.2 0.1
C -5.6798 -0.7106 0.4024 -0.1 -0.1 -0.1
C -1.6276 1.4309 -0.2636 0.3 -0.1 0.1
C 7.0348 -1.0006 1.6199 -0.1 0.0 -0.1
C 8.1098 -0.8541 2.4791 0.0 0.1 0.0
H -0.6489 5.1438 -0.6426 0.0 0.0 0.0
H 8.9758 0.2874 4.0772 0.0 0.0 0.0
H 1.1170 3.4003 -0.4201 0.0 0.0 0.0
C -2.6067 2.4019 -0.3728 -0.1 0.0 0.0
C 0.0675 3.1410 -0.4037 0.1 -0.3 0.0
C -4.7560 -1.9228 0.3650 -0.1 0.1 0.3
O 1.0200 -2.6427 -3.3983 -0.1 -0.1 -0.5
H 1.2889 -3.5243 -3.1203 0.1 0.1 0.0
H -4.8751 0.3982 -2.0171 0.0 0.0 0.0
N -1.4796 -2.3274 -0.6892 -0.4 0.2 -0.2
N -3.8910 -1.8440 -0.8117 -0.1 0.0 0.0
H -7.0874 0.2972 -0.8911 -0.1 0.0 0.0
C -0.9192 4.1016 -0.5305 -0.1 0.1 0.1
C 8.1351 0.1795 3.4046 0.1 0.0 0.1
S 2.7849 -1.2815 -0.8737 -0.4 0.1 0.1
H -7.0986 -1.4623 -1.0359 -0.1 0.0 0.0
C -6.4511 -0.5882 -0.9134 0.2 0.1 0.0
C 5.9833 0.9254 2.6203 -0.1 0.0 -0.1
H 8.9319 -1.5562 2.4301 0.0 0.0 0.0
H -6.0270 -0.4660 -3.0372 0.0 0.0 0.0
Au 0.4459 -1.6123 -0.8740 0.5 -0.5 0.4
H -5.3526 -2.8410 0.3111 0.1 0.0 0.0
N 1.7832 1.0728 0.2401 -0.8 1.1 0.1
C 2.8060 0.1667 0.1374 1.0 -0.9 -0.1
H -3.8103 -1.6461 -2.8856 0.0 0.0 0.0
N 0.6826 0.7799 -0.2602 0.7 -0.4 0.0
H -6.3684 -0.8151 1.2421 0.0 0.0 0.0
H -4.1323 -1.9722 1.2560 0.0 0.0 0.0
H 1.8319 -2.1221 -3.4284 0.0 0.0 0.1
H -3.0297 4.4931 -0.6053 0.0 0.0 0.0
H -1.8800 0.3865 -0.1408 0.0 0.0 -0.1
N 3.8390 0.5034 0.8533 -0.5 0.4 0.0
H 7.0196 -1.8094 0.8984 0.0 0.0 0.0
C -0.2799 1.7926 -0.2744 -0.5 0.9 0.0
C 7.0651 1.0620 3.4715 0.0 -0.1 0.0
C -2.2593 3.7389 -0.5113 0.0 0.0 0.0
H 4.8316 -1.1142 0.2387 0.1 -0.1 0.1
H -5.1585 -2.6307 -2.2860 0.1 0.0 0.0
H 7.0675 1.8609 4.2017 0.0 0.0 0.0